# 1
C6H12ClN | ωB97M-V/def2-TZVPD

Each line ends with the natural charge from an NBO analysis.
CARTESIAN COORDINATES (ANGSTROEM)
C  -0.71618  -0.36604  1.30962  -0.64
C  -1.25048  0.10613  0.03509  -0.03
C  -2.57079  -0.61825  -0.32551  -0.61
Cl  -1.59042  1.89751  -0.07410  -0.07
C  -0.14821  -0.31029  -1.03285  -0.23
C  1.10184  0.07105  -1.15867  -0.19
C  1.91004  1.10105  -0.19452  -0.25
N  2.94762  0.39314  0.52203  -0.82
H  -0.60840  -1.44040  1.37780  0.23
H  -1.23166  -0.09273  2.34255  0.22
H  0.25345  0.10859  1.41330  0.21
H  -3.33931  -0.32909  0.45843  0.22
H  -3.01381  -0.39559  -1.27841  0.22
H  -2.46842  -1.65396  -0.20449  0.21
H  -0.46674  -0.99089  -1.85391  0.21
H  1.59961  -0.38057  -2.08546  0.21
H  2.37745  2.07369  -0.71000  0.21
H  1.15934  1.34199  0.54540  0.20
H  3.40634  -0.21637  -0.25684  0.34
H  2.64875  -0.29898  1.17054  0.36

Summary:
LUMO level, eV: 0.8
HOMO energy, eV: -9.283
E_tot, eV: -20427.335
SMILES: CC(C)(Cl)/C=C\CN
Charge: 0

# 2
C6H12CoF5N3O2 | ωB97M-V/def2-TZVPD

Each line ends with the natural charge from an NBO analysis.
CARTESIAN COORDINATES (ANGSTROEM)
Co  0.76273  0.84940  0.25736  1.03
N  0.13304  0.90340  -1.74424  -0.86
C  -0.62325  -0.26945  -2.26357  -0.21
C  -1.18464  -1.13293  -1.14494  -0.44
C  -2.29340  -0.50208  -0.27968  -0.42
C  -1.97421  -0.59514  1.20782  -0.21
N  -0.91385  0.37544  1.57228  -0.89
H  -0.44362  1.73346  -1.72669  0.39
H  0.91661  1.10648  -2.34996  0.40
H  0.05984  -0.88130  -2.84910  0.21
H  -1.42320  0.06668  -2.92645  0.18
H  -0.34364  -1.40752  -0.50426  0.23
H  -1.54800  -2.05925  -1.59346  0.22
H  -3.23838  -1.01588  -0.45683  0.22
H  -2.45417  0.55224  -0.53774  0.20
H  -1.61804  -1.59934  1.43745  0.20
H  -2.87048  -0.41488  1.80105  0.19
H  -0.55631  0.15742  2.49429  0.39
H  -1.31277  1.30299  1.61827  0.40
O  -0.22186  2.56367  0.38943  -0.59
N  0.81153  3.30708  0.47846  0.35
O  1.83054  2.57960  0.51292  -0.49
F  1.74118  -1.68165  -0.37010  -0.37
C  2.16117  -0.46786  0.14036  0.30
F  3.20283  -0.07310  -0.64070  -0.35
C  2.73788  -0.78372  1.53021  0.89
F  3.44609  0.25239  1.98418  -0.31
F  1.71201  -0.99144  2.39835  -0.35
F  3.50438  -1.87473  1.56532  -0.31

Summary:
LUMO level (spin up / spin down), eV: 0.5 / 0.5
HOMO energy (spin up / spin down), eV: -9.273 / -8.900
2S+1: 2
E_tot, eV: -66194.460
Charge: 0

# 3
C6H12F2NO3P | ωB97M-V/def2-TZVPD

Each line ends with the natural charge from an NBO analysis.
CARTESIAN COORDINATES (ANGSTROEM)
C  2.05747  1.33586  1.03903  -0.64
C  0.57780  1.31182  0.74584  -0.44
C  0.18600  0.26664  -0.35242  0.04
N  1.00354  0.50280  -1.54399  -0.88
C  0.34423  -1.08100  0.30486  -0.53
C  0.39014  -2.30675  -0.58718  -0.60
C  -1.34596  0.50007  -0.69576  0.34
F  -1.63498  0.01164  -1.92982  -0.39
F  -1.33869  1.89647  -1.00458  -0.43
P  -2.59450  0.01775  0.74061  2.36
O  -2.15225  0.90472  1.82840  -1.24
O  -2.35422  -1.47166  0.82406  -1.22
O  -3.94652  0.38336  0.25275  -1.24
H  2.27583  0.63773  1.84117  0.19
H  2.23600  2.44164  1.11244  0.19
H  2.61374  1.01940  0.23697  0.21
H  -0.12704  1.14173  1.52485  0.29
H  0.18237  2.36695  0.49935  0.20
H  1.15661  -0.40321  -1.98230  0.34
H  0.67878  1.07294  -2.33742  0.36
H  1.16507  -1.12581  1.04781  0.17
H  -0.70109  -1.25596  0.88847  0.36
H  -0.60854  -2.72941  -1.04489  0.22
H  0.82952  -3.19903  -0.03561  0.18
H  1.10671  -2.23871  -1.37262  0.15

Summary:
LUMO level, eV: 6.1
HOMO energy, eV: 0.172
E_tot, eV: -28773.641
SMILES: CCC(N)(CC)C(F)(F)P(=O)([O-])[O-]
Charge: -2

# 4
C6H12FN3O9 | ωB97M-V/def2-TZVPD

Each line ends with the natural charge from an NBO analysis.
CARTESIAN COORDINATES (ANGSTROEM)
C  -5.98613  -4.78462  14.00439  -0.12
C  -5.31800  -5.82448  13.04461  0.44
O  -6.01948  -7.05985  13.32675  -0.52
C  -6.71022  -6.89733  14.53334  0.98
O  -7.51297  -7.66474  15.13867  -0.60
O  -6.35346  -5.75582  15.01056  -0.48
F  -4.02542  -5.90404  13.46935  -0.33
H  -6.93470  -4.36126  13.67414  0.21
H  -5.34971  -4.04221  14.48594  0.24
H  -5.42146  -5.49438  12.01096  0.18
C  -3.48350  -14.21610  15.17075  -0.47
N  -2.20007  -13.48086  14.83769  0.50
O  -1.72669  -13.04784  15.90671  0.15
O  -1.70566  -13.37080  13.73271  -0.10
H  -3.87721  -13.58646  15.96866  0.28
H  -3.23563  -15.25537  15.38659  0.29
H  -4.13156  -14.12481  14.29910  0.30
C  -5.62367  -10.86857  18.24415  -0.49
N  -6.21589  -10.76446  19.61738  0.52
O  -5.47187  -10.32865  20.51682  -0.36
O  -7.37311  -11.00641  19.79549  -0.33
H  -5.88890  -11.91463  18.09078  0.22
H  -4.56752  -10.60183  18.28270  0.24
H  -6.19853  -10.37248  17.46215  0.26
C  -7.00047  -10.56339  13.46273  -0.50
N  -5.64385  -10.82564  14.01441  0.55
O  -5.58041  -11.28614  15.13816  -0.44
O  -4.65797  -10.60161  13.36921  -0.37
H  -7.19254  -11.08797  12.52676  0.24
H  -6.88919  -9.50047  13.24845  0.26
H  -7.82199  -10.67144  14.17091  0.25

Summary:
LUMO level (spin up / spin down), eV: -7.1 / -10.7
HOMO energy (spin up / spin down), eV: -13.265 / -12.837
2S+1: 2
E_tot, eV: -32011.316
Charge: +1

# 5
C6H12FNSi | ωB97M-V/def2-TZVPD

Each line ends with the natural charge from an NBO analysis.
CARTESIAN COORDINATES (ANGSTROEM)
N  1.73437  1.68497  0.56628  -0.61
C  1.90094  0.49988  0.59915  0.37
C  1.96863  -0.78313  0.48293  -0.21
F  1.10446  -1.60298  -0.14880  -0.32
Si  3.64073  -1.57251  0.63760  0.84
H  1.20400  2.35992  1.13170  0.41
H  4.61517  -0.89888  -0.28335  -0.17
H  4.17940  -1.49519  1.98154  -0.17
H  3.37064  -2.91139  0.19262  -0.15
C  -1.61694  -0.16362  0.99114  -0.43
C  -1.83317  0.38179  -0.22048  0.04
C  -2.12469  1.78719  -0.56778  -0.65
C  -2.11764  -0.56192  -1.40184  -0.64
H  -1.35828  -1.16977  1.26254  0.20
H  -1.37902  0.41730  1.86175  0.18
H  -2.08870  2.47386  0.34898  0.21
H  -3.12273  1.80443  -0.95926  0.22
H  -1.37199  1.98766  -1.37477  0.22
H  -2.45751  -1.55459  -1.04125  0.22
H  -1.35495  -0.64264  -2.12293  0.22
H  -2.89273  -0.04036  -1.93578  0.20

Summary:
LUMO level, eV: 0.6
HOMO energy, eV: -8.674
E_tot, eV: -18497.798
SMILES: N=C=C(F)[SiH3].C=C(C)C
Charge: 0

# 6
C6H12HgNO3 | ωB97M-V/def2-TZVPD

Each line ends with the natural charge from an NBO analysis.
CARTESIAN COORDINATES (ANGSTROEM)
C  -2.46545  0.04579  1.60216  -0.35
O  -2.02546  -0.64089  0.37347  -0.57
C  -1.11238  -1.75936  0.65663  -0.10
C  0.46030  -1.43063  0.28531  -0.43
C  0.82927  0.17976  0.31362  -0.25
N  2.23097  0.31227  -0.23826  -0.50
C  2.33294  1.32400  -1.35785  -0.35
C  1.34514  1.03385  -2.64248  0.72
O  1.19966  2.06735  -3.51676  -0.36
O  0.58612  -0.20071  -2.89570  -0.34
H  -2.48337  1.22612  1.51565  0.19
H  -1.70633  -0.19248  2.48319  0.25
H  -3.55463  -0.38122  1.83932  0.20
H  -1.42740  -2.66941  -0.04588  0.24
H  -1.15236  -2.17010  1.75206  0.20
H  1.21342  -1.94890  1.04472  0.24
H  0.75830  -1.82600  -0.78836  0.26
H  0.02782  0.86849  -0.18879  0.23
H  0.84045  0.48430  1.46774  0.22
H  2.80646  0.71242  0.56279  0.40
H  3.44577  1.23652  -1.78090  0.28
H  2.19233  2.44331  -0.99563  0.26
Hg  -4.34157  1.28553  0.55391  0.56

Summary:
LUMO level, eV: -9.8
HOMO energy, eV: -12.134
E_tot, eV: -18205.085
Charge: +1